C36H40N6O6PtS | ωB97M-V/def2-TZVPD

Results
**E_HOMO (spin up / spin down)**: -8.2112 / -8.2126 eV
**Energy relative to the best compared isomer or geometry (same formula, charge and spin)**: 0.4351 eV

Cartesian coordinates (Å):
Pt  0.471  1.309  -0.260
C  -3.418  -3.846  2.300
C  -4.298  -3.185  1.276
C  -5.625  -3.562  1.114
C  -6.443  -2.954  0.173
C  -5.926  -1.962  -0.644
C  -4.600  -1.580  -0.518
C  -3.794  -2.174  0.451
N  -2.431  -1.823  0.610
C  -1.841  -0.617  0.362
N  -2.652  0.452  0.468
C  -2.503  1.719  -0.137
C  -1.309  2.131  -0.710
C  -1.312  3.307  -1.455
C  -2.448  4.090  -1.549
C  -3.602  3.714  -0.877
C  -3.654  2.522  -0.173
C  -4.924  2.097  0.518
N  -0.546  -0.535  0.165
C  0.108  -1.761  -0.238
C  0.978  -2.368  0.653
C  1.649  -3.531  0.304
C  1.430  -4.090  -0.944
C  0.548  -3.483  -1.827
C  -0.129  -2.312  -1.505
C  -1.047  -1.673  -2.509
H  -3.997  -4.530  2.917
H  -2.945  -3.110  2.953
H  -2.618  -4.427  1.832
H  -6.024  -4.344  1.748
H  -7.476  -3.261  0.074
H  -6.545  -1.494  -1.398
H  -4.187  -0.838  -1.189
H  -1.779  -2.580  0.758
H  -3.588  0.228  0.764
H  -0.413  3.604  -1.981
H  -2.427  5.001  -2.132
H  -4.485  4.341  -0.913
H  -5.649  2.909  0.500
H  -4.753  1.837  1.566
H  -5.393  1.235  0.032
H  1.146  -1.914  1.615
H  2.339  -3.975  1.009
H  1.948  -4.995  -1.235
H  0.390  -3.915  -2.809
H  -0.848  -2.077  -3.501
H  -0.890  -0.593  -2.543
H  -2.096  -1.879  -2.284
C  0.631  3.983  3.072
C  0.758  3.243  1.787
N  0.294  2.061  1.614
O  -0.363  1.456  2.659
C  1.425  3.807  0.628
C  2.168  5.102  0.681
N  1.398  3.099  -0.485
O  1.903  3.494  -1.547
H  -0.242  3.644  3.623
H  0.560  5.052  2.883
H  1.513  3.801  3.689
H  -0.412  0.530  2.380
H  2.724  5.185  1.616
H  1.500  5.964  0.604
H  2.865  5.141  -0.151
C  2.420  -0.795  -2.595
C  1.866  0.616  -2.742
C  1.696  0.990  -4.206
O  0.583  0.734  -2.144
H  3.452  -0.846  -2.951
H  1.824  -1.500  -3.181
H  2.400  -1.124  -1.555
H  2.559  1.327  -2.287
H  0.973  0.319  -4.678
H  2.644  0.907  -4.741
H  1.329  2.012  -4.293
O  3.024  -2.171  3.533
S  3.621  -0.895  3.235
O  4.133  -0.123  4.331
N  2.601  0.003  2.324
C  3.094  0.217  1.128
O  2.552  0.930  0.234
C  4.443  -0.378  0.879
C  5.219  -0.303  -0.262
C  6.443  -0.961  -0.255
C  6.867  -1.672  0.866
C  6.084  -1.739  2.013
C  4.874  -1.078  1.987
H  4.872  0.253  -1.123
H  7.077  -0.925  -1.131
H  7.823  -2.178  0.843
H  6.410  -2.285  2.888

Cartesian forces (eV/Å) of the 3 atoms listed first:
-0.2725 0.1564 0.2364
-0.0031 -0.0070 -0.0035
0.0067 0.0283 0.0304

Atom charges from the Mulliken analysis, given in e for atoms 1 to 2: atom 1 (Pt): 1.32, atom 2 (C): -1.52

---

C36H41CoN5Se | ωB97M-V/def2-TZVPD

Results
**E_HOMO (spin up / spin down)**: -1.0546 / -2.9614 eV
**Energy relative to the best compared isomer or geometry (same formula, charge and spin)**: 3.6889 eV
**Multiplicity**: 5
**Net charge**: -1

Cartesian coordinates (Å):
Co  0.852  0.004  0.582
N  1.303  -3.200  3.217
N  -1.038  -2.806  -2.617
C  1.409  1.880  -0.607
C  2.483  1.000  -0.270
C  2.518  0.875  1.168
C  3.364  -0.048  1.933
H  4.210  -0.368  1.323
H  2.662  -1.189  2.118
H  3.641  0.342  2.912
C  1.343  1.539  1.694
C  1.000  1.670  3.131
H  1.786  2.219  3.669
H  0.896  0.689  3.613
H  0.040  2.189  3.244
C  0.644  2.123  0.571
C  -0.591  2.949  0.653
H  -1.353  2.455  1.275
H  -1.022  3.102  -0.346
H  -0.379  3.939  1.088
C  3.492  0.457  -1.216
H  4.434  1.022  -1.163
H  3.124  0.515  -2.248
H  3.714  -0.593  -0.994
C  1.215  2.549  -1.920
H  0.155  2.763  -2.108
H  1.589  1.921  -2.738
H  1.759  3.509  -1.979
C  0.600  -4.199  3.756
H  0.942  -4.598  4.717
C  -0.572  -4.720  3.177
H  -1.152  -5.450  3.719
C  -0.941  -4.257  1.909
H  -1.872  -4.568  1.444
C  -0.073  -3.400  1.237
H  -0.213  -3.141  0.183
C  1.013  -2.805  1.953
C  1.795  -1.702  1.383
H  2.314  -2.031  0.456
C  -1.028  -1.545  -2.913
C  0.140  -3.347  -3.151
H  0.423  -4.377  -2.998
C  0.786  -2.390  -3.879
H  1.654  -2.453  -4.505
N  0.033  -1.205  -3.707
C  0.159  0.049  -4.324
C  1.221  0.463  -5.156
C  1.032  1.610  -5.945
H  1.822  1.895  -6.647
C  -0.123  2.389  -5.851
C  -0.361  3.516  -6.824
H  -0.930  4.334  -6.362
H  -0.940  3.176  -7.700
H  0.583  3.927  -7.212
C  -1.056  2.084  -4.855
H  -1.906  2.748  -4.697
C  -0.917  0.931  -4.065
C  -1.776  0.632  -2.926
H  -1.763  -0.699  -2.676
H  -2.829  0.896  -3.053
H  -1.401  1.058  -1.981
C  2.551  -0.220  -5.203
H  2.519  -1.129  -5.815
H  2.925  -0.472  -4.202
H  3.278  0.458  -5.667
C  -4.031  0.686  2.424
N  -2.937  -0.001  3.093
C  -1.809  -0.498  2.509
Se  -1.417  -0.599  0.669
N  -1.034  -0.954  3.534
C  -1.673  -0.784  4.757
C  -1.177  -0.973  6.040
C  -1.984  -0.510  7.087
C  -3.215  0.129  6.827
C  -3.683  0.318  5.516
C  -2.875  -0.169  4.488
H  -4.982  0.258  2.765
H  -3.924  0.560  1.342
H  -4.026  1.756  2.677
H  -0.115  -1.377  3.440
H  -0.213  -1.466  6.164
H  -1.658  -0.639  8.120
H  -3.807  0.485  7.673
H  -4.623  0.813  5.273

Cartesian forces (eV/Å) of the 3 atoms listed first:
-0.9071 -2.0288 -1.1637
-0.1094 -0.4248 0.4247
0.6304 -0.5846 0.5989

Atom charges from the Mulliken analysis, given in e for atoms 1 to 2: atom 1 (Co): -0.31, atom 2 (N): -0.61